C23H33N5O2S | the ωB97M-V functional and the def2-TZVPD basis

## Properties
M = 443.617 g mol⁻¹
Kohn-Sham gap = 8.34 eV
F_max = 1.23 eV/A
DFT total energy = -1718.69701 Ha
E_HOMO = -7.7 eV

Last column: Mulliken charge in e.
Element x y z (Å)
C -7.0874 2.0500 0.6288  -1.420
C -5.6526 2.2943 0.2670  0.740
C -4.9372 1.4028 -0.5144  -1.388
C -3.6167 1.6469 -0.8472  -0.579
C -2.9738 2.7983 -0.4030  0.767
N -1.6333 3.0440 -0.6717  0.040
C -0.8918 2.2613 -1.6289  -1.406
C -0.6241 0.8730 -1.1493  0.840
N -0.5680 -0.1667 -1.9339  -1.075
N -0.2796 -1.2482 -1.1921  -0.315
C -0.1635 -0.8439 0.0429  0.589
S 0.2257 -1.8624 1.3954  -0.249
C 0.9429 -3.2015 0.4078  -0.894
C 2.1556 -2.6512 -0.3409  0.901
O 2.6349 -1.5706 -0.0492  -0.704
N 2.6462 -3.4168 -1.3290  0.073
C 2.2207 -4.7454 -1.7018  -0.754
C 3.3769 -5.7334 -1.5205  -0.632
C 4.5834 -5.2858 -2.3408  -0.677
C 4.9698 -3.8631 -1.9464  -0.607
C 3.7686 -2.9351 -2.1115  -0.871
N -0.3738 0.4995 0.1441  0.687
C -0.3043 1.2792 1.3467  -1.297
C 0.9536 2.1731 1.3910  0.735
C 2.2474 1.3677 1.5143  -0.338
C 2.3289 1.1347 3.0230  -0.571
C 1.6124 2.3639 3.6024  -0.673
O 0.9117 2.9976 2.5380  -0.540
C -3.6818 3.7061 0.4039  1.181
C -3.0118 4.9448 0.9268  -1.636
C -5.0012 3.4382 0.7159  -0.821
H -7.4269 1.0933 0.2400  0.357
H -7.7224 2.8351 0.2185  0.318
H -7.2150 2.0509 1.7108  0.329
H -5.4114 0.5015 -0.8755  0.329
H -3.0891 0.9313 -1.4577  0.314
H -1.3768 4.0169 -0.6337  0.250
H 0.0693 2.7573 -1.8016  0.491
H -1.3987 2.1709 -2.6019  0.318
H 1.2252 -3.9905 1.1046  0.551
H 0.1670 -3.5376 -0.2773  0.422
H 1.3672 -5.0604 -1.1055  0.455
H 1.9180 -4.7278 -2.7561  0.253
H 3.0525 -6.7283 -1.8283  0.350
H 3.6497 -5.7745 -0.4638  0.293
H 5.4217 -5.9649 -2.1766  0.327
H 4.3304 -5.3135 -3.4032  0.315
H 5.7925 -3.5043 -2.5657  0.356
H 5.2944 -3.8459 -0.9042  0.285
H 4.0017 -1.9262 -1.7690  0.344
H 3.4667 -2.8949 -3.1641  0.384
H -1.1900 1.9140 1.4233  -0.196
H -0.2910 0.5863 2.1914  0.780
H 0.9473 2.8360 0.5201  0.260
H 3.0860 1.9789 1.1788  0.426
H 2.2403 0.4427 0.9436  -0.047
H 1.8076 0.2170 3.2943  0.161
H 3.3554 1.0616 3.3737  0.461
H 2.3175 3.0972 4.0075  0.332
H 0.9040 2.0917 4.3931  0.313
H -3.6868 5.4890 1.5822  0.379
H -2.7268 5.6120 0.1106  0.381
H -2.1132 4.6925 1.4909  0.261
H -5.5443 4.1407 1.3336  0.343